(1)
The following is a DFT calculation (ωB97M-V/def2-TZVPD) of a 2-piece molecular cluster, CHF3O2S overall in a non-equilibrium geometry.

Geometry (Å):
C1 1.019 -0.149 0.207
O1 -0.614 1.743 -0.999
O2 -1.374 0.826 1.093
F1 -0.394 -1.922 0.348
F2 1.545 -0.454 1.339
F3 1.847 -0.329 -0.779
S1 -0.778 0.557 -0.172
H1 -1.252 -0.272 -1.037

## Properties
**Frontier orbital gap (alpha / beta)**: 9.2 / 9.2 eV
**Total charge**: 0
**LUMO (alpha / beta)**: -2.4 / -2.4 eV
**Max |F|**: 4.91 eV/Å

Results of the Löwdin charge analysis, in e, for atoms 1 through 2:
1 C -0.239
2 O -0.333

***

(2)
The following is a DFT calculation (ωB97M-V/def2-TZVPD) of one molecule with the formula CHF3O2S in a non-equilibrium geometry.

Geometry (Å):
C1 1.054 -0.185 0.794
O1 0.194 -0.056 -0.351
O2 -1.952 1.455 -0.953
F1 1.808 0.880 1.242
F2 2.001 -1.260 0.906
F3 0.343 -0.483 2.028
S1 -1.825 -0.043 -1.012
H1 -1.623 -0.307 -2.653

## Properties
**Frontier orbital gap (alpha / beta)**: 8.4 / 8.4 eV
**Total charge**: 0
**LUMO (alpha / beta)**: -3.2 / -3.2 eV
**Max |F|**: 4.54 eV/Å

Results of the Löwdin charge analysis, in e, for atoms 1 through 2:
1 C -0.507
2 O -0.277

***

(3)
The following is a DFT calculation (ωB97M-V/def2-TZVPD) of one molecule with the formula CHF3O3S in a non-equilibrium geometry.

Geometry (Å):
C1 0.929 0.062 0.523
O1 1.372 1.106 -0.165
O2 2.457 2.842 -1.533
O3 0.072 -0.714 -0.138
F1 1.958 -0.703 0.983
F2 0.319 0.506 1.664
F3 3.036 0.482 -1.929
S1 1.814 1.612 -1.770
H1 -0.498 -1.245 0.433

## Properties
**Frontier orbital gap**: 12.3 eV
**Total charge**: 0
**LUMO**: 0.1 eV
**Max |F|**: 2.93 eV/Å

Results of the Löwdin charge analysis, in e, for atoms 1 through 2:
1 C -0.801
2 O -0.168

***

(4)
The following is a DFT calculation (ωB97M-V/def2-TZVPD) of a 2-piece molecular cluster, CHF3S overall in a non-equilibrium geometry.

Geometry (Å):
C1 -1.207 0.317 0.191
F1 -2.168 -0.197 -0.554
F2 -0.953 1.570 -0.074
F3 2.724 -0.126 -0.064
S1 1.748 -1.418 0.154
H1 -0.143 -0.145 0.347

## Properties
**Frontier orbital gap (alpha / beta)**: 9.9 / 6.3 eV
**Total charge**: 0
**LUMO (alpha / beta)**: -0.3 / -2.8 eV
**Max |F|**: 2.25 eV/Å

Results of the Löwdin charge analysis, in e, for atoms 1 through 2:
1 C -0.219
2 F 0.078